Entry 1:
{"formula": "C29H26N2O4PS", "method": "ωB97M-V with the def2-TZVPD basis set", "lumo_energy_ev": 2.65, "e_homo_ev": -3.97, "total_charge": -1, "elements": ["C", "C", "C", "C", "P", "C", "C", "C", "C", "C", "C", "C", "C", "N", "O", "C", "C", "H", "H", "H", "H", "H", "H", "H", "H", "H", "H", "H", "C", "O", "C", "C", "C", "C", "C", "N", "S", "C", "C", "C", "C", "C", "C", "C", "O", "O", "C", "C", "H", "H", "H", "H", "H", "H", "H", "H", "H", "H", "H", "H", "H", "H", "H"], "positions_angstrom": [[-1.71113, 6.45035, 2.32922], [-2.39842, 5.31473, 2.77336], [-1.99149, 4.03920, 2.36295], [-0.89402, 3.88520, 1.50212], [-0.19168, 2.23929, 1.10135], [-0.07341, 1.48162, 2.76224], [-0.89195, 0.41688, 3.14761], [-0.73184, -0.16368, 4.41262], [0.23671, 0.32735, 5.29290], [1.04808, 1.40271, 4.90840], [0.90126, 1.97167, 3.64088], [-1.22018, 1.10741, 0.20908], [-1.06321, 1.03153, -1.17583], [-0.98384, 0.92926, -2.34976], [1.14473, 2.42659, 0.45425], [-0.24065, 5.03202, 1.02311], [-0.63496, 6.30426, 1.44495], [-2.01329, 7.44452, 2.66479], [-3.25012, 5.41751, 3.44828], [-2.52289, 3.15904, 2.72621], [-1.65267, 0.03464, 2.46870], [-1.37122, -1.00114, 4.69764], [0.36047, -0.12479, 6.27817], [1.79897, 1.80043, 5.59171], [1.54327, 2.79883, 3.33137], [-2.22961, 0.94099, 0.60045], [0.59950, 4.92103, 0.33665], [-0.09631, 7.18195, 1.08403], [-5.29269, -3.22071, -3.88458], [-5.25326, -3.16186, -2.44046], [-4.06059, -2.89545, -1.84591], [-4.07551, -2.70516, -0.44092], [-2.93870, -2.26192, 0.20306], [-1.74974, -2.03401, -0.52817], [-0.50761, -1.56964, 0.08257], [0.60404, -1.80504, -0.53090], [2.11391, -1.95678, 0.25621], [3.24244, -1.87496, -1.12910], [3.89873, -3.03958, -1.54180], [4.85984, -2.96957, -2.54570], [5.18217, -1.74859, -3.14676], [6.24528, -1.70796, -4.20838], [4.50325, -0.59313, -2.73527], [3.53862, -0.64696, -1.72860], [2.30447, -0.80112, 1.09407], [2.21039, -3.28720, 0.79705], [-1.71651, -2.32826, -1.89901], [-2.85211, -2.75131, -2.57272], [-6.34971, -3.36520, -4.10616], [-4.92908, -2.28530, -4.33540], [-4.70386, -4.06800, -4.26546], [-5.00991, -2.88640, 0.08652], [-2.94061, -2.09443, 1.28035], [-0.56101, -1.21462, 1.12053], [3.65584, -3.98968, -1.07485], [5.37588, -3.87695, -2.86506], [6.39613, -0.68780, -4.56866], [7.20094, -2.08516, -3.82379], [5.97913, -2.34050, -5.06399], [4.74789, 0.35927, -3.20959], [3.01462, 0.24888, -1.40413], [-0.78363, -2.19585, -2.44309], [-2.81912, -2.92846, -3.64934]]}

Entry 2:
{"formula": "C53H55BaIN10O5S2", "method": "ωB97M-V with the def2-TZVPD basis set", "lumo_energy_ev": 3.90, "e_homo_ev": -1.93, "total_charge": -2, "relative_energy_ev": 0.951, "elements": ["Ba", "C", "C", "N", "C", "C", "C", "O", "C", "C", "N", "C", "C", "C", "C", "C", "C", "I", "C", "O", "H", "H", "H", "H", "H", "H", "H", "H", "H", "H", "H", "H", "C", "C", "C", "C", "C", "C", "C", "C", "C", "S", "C", "N", "H", "H", "H", "H", "H", "H", "H", "H", "N", "C", "C", "C", "C", "C", "C", "S", "O", "O", "N", "C", "N", "C", "C", "C", "N", "H", "H", "H", "H", "H", "H", "H", "H", "H", "C", "C", "N", "C", "C", "C", "O", "C", "C", "C", "C", "N", "C", "H", "H", "H", "H", "H", "H", "H", "H", "H", "H", "H", "H", "H", "H", "C", "N", "C", "C", "C", "C", "C", "C", "C", "C", "H", "H", "H", "H", "H", "H", "H", "H", "H", "H", "H", "H"], "positions_angstrom": [[-0.49665, 0.12902, 0.51668], [4.25447, 1.82199, -0.77957], [4.47584, 0.63050, 0.09687], [5.68370, 0.11253, 0.17463], [5.88579, -0.96385, 0.95516], [4.89401, -1.56915, 1.70078], [5.26250, -2.74084, 2.57700], [5.43428, -3.96467, 1.86695], [3.61365, -1.01090, 1.64119], [2.43195, -1.42101, 2.40276], [1.91606, -2.55313, 2.65578], [2.26418, -3.78478, 2.09678], [2.28302, -4.86234, 2.99329], [2.42792, -6.16461, 2.56920], [2.52964, -6.44576, 1.21305], [2.51642, -5.40232, 0.30490], [2.40651, -4.07785, 0.72507], [2.54157, -2.61673, -0.74930], [3.34461, 0.08870, 0.79691], [2.15189, 0.52152, 0.61192], [5.21543, 2.23548, -1.08505], [3.68056, 1.55361, -1.67096], [3.66757, 2.58074, -0.26103], [6.89841, -1.35154, 0.99042], [6.23526, -2.54484, 3.03278], [4.53168, -2.86171, 3.38643], [4.60448, -4.15120, 1.40754], [1.88232, -0.56157, 2.80239], [2.16347, -4.63183, 4.04431], [2.44236, -6.96684, 3.29609], [2.61679, -7.46565, 0.86337], [2.59795, -5.60329, -0.75451], [1.55150, 0.08834, -2.23578], [0.87350, 1.33395, -2.72932], [0.98217, 1.69891, -4.09951], [0.37275, 2.84109, -4.51991], [-0.33971, 3.64131, -3.59331], [-0.94058, 4.86455, -3.98347], [-1.58029, 5.60671, -3.02512], [-1.64574, 5.16206, -1.69573], [-1.08055, 3.96892, -1.25640], [-1.19002, 3.46803, 0.39195], [-0.40675, 3.19053, -2.26008], [0.19757, 2.03320, -1.86490], [2.39489, -0.17805, -2.87746], [0.85547, -0.75266, -2.23521], [1.93706, 0.24307, -1.22191], [1.55375, 1.07427, -4.77379], [0.43745, 3.16348, -5.55452], [-0.87081, 5.18967, -5.01481], [-2.04722, 6.55043, -3.28727], [-2.16035, 5.76241, -0.95623], [-6.60555, -4.38056, 2.05550], [-5.37990, -3.96884, 1.51059], [-4.91117, -4.53653, 0.32217], [-3.69925, -4.14388, -0.21044], [-2.93614, -3.19030, 0.44943], [-3.37812, -2.64422, 1.64272], [-4.59770, -3.03093, 2.17263], [-1.39745, -2.66582, -0.22140], [-0.60229, -2.21054, 0.93360], [-0.88725, -3.78109, -0.97593], [-1.51395, -1.33683, -1.07725], [-2.53871, -1.01985, -1.92103], [-3.49793, -1.91188, -2.18900], [-4.50116, -1.49174, -2.94480], [-4.56394, -0.21035, -3.45622], [-3.48712, 0.61367, -3.15280], [-2.46493, 0.24455, -2.40539], [-7.28033, -4.68195, 1.36915], [-7.00507, -3.70629, 2.69097], [-5.51077, -5.28358, -0.18463], [-3.33266, -4.57264, -1.13146], [-2.78428, -1.90865, 2.16479], [-4.93653, -2.57834, 3.09752], [-5.28380, -2.21625, -3.14795], [-5.38635, 0.13054, -4.06663], [-3.43799, 1.62896, -3.53516], [5.52982, 5.48772, 0.67962], [4.31767, 6.36965, 0.93562], [3.12712, 5.62497, 1.31217], [2.08069, 5.46552, 0.30509], [2.52269, 4.63333, -0.88271], [3.06166, 5.16662, 2.58120], [3.95476, 5.38805, 3.39263], [1.84116, 4.38773, 2.97119], [0.77546, 5.00940, 3.60156], [-0.33307, 4.25283, 3.92350], [-0.33484, 2.90331, 3.60102], [0.69492, 2.28981, 3.02470], [1.76086, 3.02429, 2.71851], [6.38864, 6.09924, 0.39424], [5.33830, 4.77134, -0.11810], [5.78929, 4.93457, 1.58062], [4.06143, 6.94101, 0.03990], [4.54776, 7.07741, 1.73604], [1.78788, 6.47009, -0.02368], [1.19932, 5.01051, 0.75829], [3.41342, 5.04637, -1.36220], [1.72480, 4.61017, -1.62049], [2.72883, 3.60391, -0.58489], [0.80826, 6.07234, 3.80920], [-1.20738, 4.69701, 4.37808], [-1.20719, 2.29140, 3.78797], [2.56129, 2.50269, 2.20974], [0.57488, -1.73694, 5.91557], [-0.75982, -1.60856, 5.36313], [-1.21502, -2.89307, 4.85757], [-0.79850, -0.60583, 4.30243], [-2.19833, -0.15872, 3.90241], [-3.23222, -0.26352, 4.83090], [-4.50986, 0.17498, 4.50251], [-4.73163, 0.73505, 3.25124], [-3.67410, 0.83356, 2.34898], [-2.36687, 0.38727, 2.60912], [0.55475, -2.41213, 6.77560], [0.92625, -0.76163, 6.25685], [1.30018, -2.12783, 5.18304], [-1.14896, -3.64652, 5.64728], [-0.61085, -3.23063, 3.99904], [-2.25471, -2.82501, 4.53593], [-0.27020, -0.98908, 3.41454], [-0.23309, 0.26885, 4.63581], [-3.03337, -0.69151, 5.80720], [-5.31766, 0.09159, 5.22358], [-5.72148, 1.09148, 2.98290], [-3.89317, 1.29308, 1.38560]]}

| no. | HOMO-LUMO gap (Ha) |
| --- | --- |
| 1 | 0.2431 |
| 2 | 0.2141 |